{
  "formula": "C24H46O20P2",
  "method": "ωB97M-V/def2-TZVPD",
  "symbols": ["C", "C", "O", "P", "O", "O", "C", "C", "O", "C", "C", "H", "H", "H", "H", "H", "H", "H", "H", "H", "H", "H", "H", "H", "H", "H", "C", "C", "O", "P", "O", "O", "C", "C", "O", "C", "C", "H", "H", "H", "H", "H", "H", "H", "H", "H", "H", "H", "H", "H", "H", "H", "O", "C", "O", "C", "C", "O", "H", "H", "H", "H", "O", "C", "O", "C", "C", "O", "H", "H", "H", "H", "O", "C", "O", "C", "C", "O", "H", "H", "H", "H", "O", "C", "O", "C", "C", "O", "H", "H", "H", "H"],
  "coordinates": [[1.035, -4.638, -1.614], [-0.362, -5.248, -1.665], [-1.300, -4.267, -1.137], [-2.834, -4.496, -1.477], [-3.281, -5.911, -1.562], [-3.085, -3.738, -2.816], [-2.638, -2.318, -2.918], [-1.638, -2.173, -4.045], [-3.530, -3.662, -0.385], [-4.143, -4.144, 0.855], [-4.698, -2.985, 1.626], [1.777, -5.292, -2.104], [1.137, -3.730, -2.122], [1.312, -4.440, -0.574], [-0.655, -5.508, -2.706], [-0.438, -6.146, -1.071], [-3.550, -1.790, -3.180], [-2.262, -2.108, -1.932], [-0.695, -2.585, -3.758], [-2.183, -2.581, -4.940], [-1.356, -1.187, -4.277], [-4.851, -4.896, 0.530], [-3.378, -4.627, 1.380], [-3.985, -2.190, 1.718], [-5.408, -2.454, 0.936], [-5.129, -3.236, 2.581], [3.657, 3.204, 4.974], [2.638, 2.258, 4.362], [1.508, 3.014, 3.777], [0.455, 2.323, 2.815], [0.949, 1.323, 1.840], [-0.617, 1.627, 3.808], [-0.849, 0.224, 3.990], [-1.234, -0.044, 5.419], [-0.155, 3.589, 2.152], [-1.448, 3.796, 1.549], [-2.397, 4.411, 2.568], [4.538, 2.645, 5.407], [3.969, 3.863, 4.143], [3.189, 3.828, 5.736], [3.117, 1.652, 3.570], [2.161, 1.537, 5.001], [-1.620, -0.019, 3.255], [0.060, -0.329, 3.739], [-2.120, 0.428, 5.623], [-1.407, -1.159, 5.524], [-0.381, 0.222, 6.084], [-1.345, 4.481, 0.661], [-1.768, 2.800, 1.269], [-3.165, 4.887, 1.952], [-2.696, 3.682, 3.282], [-1.783, 5.212, 3.025], [4.570, 1.315, 1.628], [4.324, 2.275, 0.972], [4.580, 3.586, 1.320], [4.303, 4.413, 0.192], [3.556, 3.465, -0.741], [3.714, 2.233, -0.228], [3.687, 5.241, 0.522], [5.290, 4.747, -0.189], [3.941, 3.574, -1.761], [2.528, 3.709, -0.862], [5.405, 1.817, -4.755], [5.226, 0.624, -4.680], [5.745, -0.202, -3.729], [4.897, -1.405, -3.646], [4.512, -1.522, -5.135], [4.494, -0.135, -5.534], [5.423, -2.293, -3.319], [4.053, -1.116, -3.065], [3.569, -1.991, -5.354], [5.282, -2.041, -5.629], [-4.113, 0.653, 2.527], [-4.272, 0.633, 1.370], [-3.357, 0.931, 0.390], [-3.894, 0.750, -0.914], [-5.376, 0.624, -0.614], [-5.384, 0.224, 0.785], [-3.578, 1.668, -1.446], [-3.428, -0.142, -1.332], [-5.978, -0.047, -1.190], [-5.868, 1.618, -0.653], [0.633, 0.895, -4.178], [0.758, 0.604, -3.019], [1.925, 0.210, -2.460], [1.619, -0.070, -1.062], [0.307, 0.569, -0.846], [-0.252, 0.586, -2.163], [1.575, -1.080, -1.004], [2.418, 0.268, -0.433], [0.381, 1.655, -0.527], [-0.333, 0.053, -0.109]],
  "mulliken_charge": [-1.0983, -0.2612, -0.0697, 0.3724, -0.8001, -0.3453, 0.0967, -1.4189, 0.1880, -0.4232, -0.8088, 0.4044, 0.1594, 0.3188, 0.3354, 0.3259, 0.4180, 0.2422, 0.2090, 0.3300, 0.4405, 0.3523, 0.3571, 0.0012, 0.2148, 0.4463, -1.1766, -0.1013, -0.4037, 0.7513, -0.5006, -0.2731, 0.2452, -1.3691, -0.2577, 0.1641, -1.3674, 0.3444, 0.2062, 0.3558, 0.2069, 0.3515, -0.0103, 0.3262, 0.3655, 0.3749, 0.2932, 0.3919, 0.0066, 0.4542, 0.2546, 0.3681, -0.5615, 0.5138, -0.3775, -0.3258, -0.4103, 0.0164, 0.2914, 0.2385, 0.3187, 0.2898, -0.5585, 0.7371, -0.3717, 0.2780, -0.4606, -0.3517, 0.3685, -0.2628, 0.3404, 0.3153, -0.4986, 0.4606, -0.1433, 0.5035, -0.3844, -0.4086, 0.3289, -0.4702, 0.3524, 0.2434, -0.6269, 0.5733, -0.1793, -0.4178, 0.4200, -0.3866, 0.3779, 0.1368, -0.1965, 0.3002],
  "smiles": "CCOP(=O)(OCC)OCC.CCOP(=O)(OCC)OCC.O=C1OCCO1.O=C1OCCO1.O=C1OCCO1.O=C1OCCO1",
  "relative_energy_kcal_mol": 1.8,
  "gap_ev": 10.84,
  "e_lumo_ev": 0.34,
  "fmax_ha_per_bohr": 0.0709,
  "total_energy_ev": -85166.358
}



{
  "formula": "C8H13NOTi",
  "method": "ωB97M-V/def2-TZVPD",
  "symbols": ["C", "C", "C", "C", "C", "Ti", "N", "C", "C", "H", "H", "H", "H", "H", "H", "H", "H", "H", "H", "C", "O", "H", "H", "H"],
  "coordinates": [[-0.489, 0.871, -1.982], [0.918, 0.965, -1.698], [1.088, 1.781, -0.541], [-0.204, 2.197, -0.095], [-1.180, 1.641, -0.975], [-0.472, -0.480, -0.075], [-2.473, -0.684, -0.059], [0.188, -2.290, -0.617], [1.458, -1.821, -0.686], [2.043, 2.107, -0.113], [1.723, 0.569, -2.327], [-0.407, 2.870, 0.746], [-2.252, 1.838, -0.944], [-0.947, 0.440, -2.879], [1.919, -1.637, -1.658], [-0.323, -2.637, 0.354], [-2.940, -1.609, 0.030], [2.138, -1.966, 0.162], [-0.522, -2.232, -1.511], [0.147, 0.029, 3.008], [0.332, -0.151, 1.596], [0.951, -0.447, 3.596], [-0.800, -0.438, 3.326], [0.105, 1.084, 3.341]],
  "mulliken_charge": [-0.5814, -0.5364, -0.4200, -0.3813, -0.4920, 0.5896, -0.4303, -0.6909, -0.1013, 0.3779, 0.6049, 0.4593, 0.3879, 0.4384, 0.2778, 0.3632, 0.1289, 0.2417, 0.3151, -0.7827, -0.5721, 0.2606, 0.2922, 0.2510],
  "relative_energy_kcal_mol": 87.6,
  "gap_ev": [6.16, 6.16],
  "e_lumo_ev": [-1.15, -1.15],
  "fmax_ha_per_bohr": 0.1693,
  "total_energy_ev": -35155.698
}



{
  "formula": "C13H25CrF3NO4P2",
  "method": "ωB97M-V/def2-TZVPD",
  "symbols": ["C", "C", "N", "C", "C", "C", "C", "P", "Cr", "P", "C", "O", "O", "H", "H", "H", "C", "C", "H", "H", "H", "H", "C", "C", "H", "H", "H", "H", "H", "H", "H", "H", "H", "H", "H", "H", "H", "H", "H", "H", "H", "H", "F", "C", "F", "F", "C", "O", "O"],
  "coordinates": [[-0.624, 0.749, -3.670], [-0.621, 0.229, -2.368], [0.249, 0.729, -1.433], [0.973, 1.825, -1.705], [0.941, 2.417, -2.964], [0.147, 1.865, -3.967], [-1.529, -0.826, -1.936], [-1.890, -0.823, -0.189], [0.132, -0.064, 0.619], [2.021, 1.231, 0.760], [1.802, 2.438, -0.587], [-0.546, -3.210, -2.385], [0.537, -3.372, -0.235], [-1.296, 0.297, -4.395], [1.555, 3.296, -3.119], [0.128, 2.305, -4.961], [-3.297, 0.270, 0.050], [-2.446, -2.472, 0.309], [2.781, 2.755, -0.970], [1.289, 3.320, -0.169], [-0.848, -2.255, -2.258], [-2.369, -1.033, -2.612], [2.397, 2.179, 2.245], [3.589, 0.434, 0.299], [0.696, -2.338, 0.170], [0.526, -4.054, 0.455], [-0.011, -3.417, -1.245], [0.161, -3.167, -3.043], [-0.458, 1.339, 1.026], [1.164, -1.309, 0.434], [-4.172, -0.120, -0.486], [-3.489, 0.318, 1.128], [-3.039, 1.271, -0.317], [-3.308, -2.787, -0.297], [-1.638, -3.212, 0.224], [-2.736, -2.401, 1.367], [4.398, 1.177, 0.245], [3.817, -0.326, 1.058], [3.467, -0.066, -0.671], [3.311, 2.775, 2.109], [1.546, 2.829, 2.483], [2.532, 1.469, 3.072], [-1.446, 0.365, 5.539], [-1.118, 0.452, 4.236], [-2.271, 0.701, 3.528], [-0.321, 1.562, 4.080], [-0.393, -0.827, 3.667], [-0.177, -1.721, 4.471], [-0.116, -0.799, 2.410]],
  "mulliken_charge": [-0.9932, 0.7989, 0.7349, 0.4383, -0.9462, -0.4527, -1.3397, 1.4412, -1.1473, 1.1719, -1.1948, -0.7531, -0.5142, 0.4534, 0.4787, 0.4026, -1.4317, -1.1387, 0.5531, 0.4105, 0.2063, 0.4289, -1.3749, -1.5085, -0.2256, 0.3086, 0.4241, 0.3505, 0.0110, 0.4124, 0.4373, 0.3263, 0.3316, 0.3928, 0.1968, 0.3885, 0.4375, 0.3651, 0.3559, 0.4434, 0.3712, 0.3652, -0.2586, 0.8346, -0.2431, -0.2452, 0.3686, -0.5826, -0.2901],
  "gap_ev": [7.67, 7.68],
  "multiplicity": 4,
  "e_lumo_ev": [0.23, 0.24],
  "fmax_ha_per_bohr": 0.0418,
  "total_energy_ev": -78717.581
}



{
  "formula": "C27H23Cl2N5O8V",
  "method": "ωB97M-V/def2-TZVPD",
  "symbols": ["V", "Cl", "C", "C", "C", "Cl", "C", "C", "C", "C", "N", "C", "C", "O", "H", "H", "H", "H", "O", "N", "O", "C", "C", "C", "C", "O", "C", "C", "N", "O", "O", "N", "O", "O", "H", "H", "C", "C", "C", "C", "C", "C", "C", "C", "C", "C", "C", "C", "N", "H", "H", "H", "H", "H", "H", "H", "H", "H", "H", "H", "H", "H", "H", "H", "H", "H"],
  "coordinates": [[0.027, -0.445, -0.211], [-3.818, 1.638, 1.413], [-2.431, 2.362, 0.644], [-2.076, 3.645, 0.868], [-0.915, 4.212, 0.305], [-1.992, 5.410, -2.113], [1.186, 3.149, -0.513], [2.485, 3.457, -0.616], [3.436, 2.376, -0.495], [2.988, 1.085, -0.486], [1.685, 0.730, -0.495], [0.756, 1.763, -0.324], [-1.487, 1.481, -0.032], [-1.812, 0.211, -0.261], [-2.644, 4.265, 1.549], [2.805, 4.462, -0.866], [4.500, 2.567, -0.514], [3.692, 0.260, -0.494], [0.670, 5.776, -4.319], [0.302, 4.622, -4.522], [0.357, 4.102, -5.636], [-0.131, 3.852, -3.404], [-0.368, 4.556, -2.121], [-0.211, 3.632, -0.897], [-0.571, 2.081, -1.119], [-0.090, 1.304, 0.863], [-0.706, 1.653, -2.540], [-0.443, 2.544, -3.590], [-0.719, 0.338, -2.947], [-0.195, -0.612, -2.226], [-1.130, 0.008, -4.058], [-0.434, 5.380, 0.820], [-0.974, 5.909, 1.820], [0.583, 5.897, 0.295], [0.281, 5.410, -1.982], [-0.379, 2.141, -4.590], [-2.969, -3.954, -0.293], [-2.416, -3.074, 0.829], [-3.484, -2.793, 1.886], [-1.170, -3.686, 1.434], [-1.256, -4.856, 2.177], [-0.135, -5.430, 2.753], [1.099, -4.817, 2.583], [1.240, -3.651, 1.843], [2.620, -3.031, 1.713], [3.127, -2.983, 0.269], [2.717, -1.662, 2.390], [0.092, -3.080, 1.251], [0.194, -1.936, 0.497], [-3.838, -3.481, -0.754], [-3.276, -4.933, 0.089], [-2.218, -4.111, -1.068], [-2.143, -2.115, 0.394], [-3.868, -3.717, 2.329], [-4.322, -2.257, 1.436], [-3.082, -2.169, 2.686], [-2.226, -5.323, 2.312], [-0.219, -6.341, 3.332], [1.983, -5.254, 3.037], [3.291, -3.706, 2.258], [2.513, -2.326, -0.345], [3.119, -3.979, -0.178], [4.154, -2.607, 0.250], [2.096, -0.921, 1.887], [3.749, -1.303, 2.365], [2.400, -1.723, 3.433]],
  "mulliken_charge": [0.0889, -0.2905, -0.5203, -0.3562, -1.5570, -0.2544, -0.3203, 0.0176, -1.3287, -0.2365, -0.0324, 0.7155, 1.1065, -0.9322, 0.5703, 0.4819, 0.3349, 0.4432, -0.6742, 1.0701, -0.7255, -1.4332, 0.7493, 1.1445, 1.4638, -1.0237, -0.4700, -0.1719, 1.1229, -0.6205, -0.7852, 1.2056, -0.8950, -0.7420, 0.7375, 0.6558, -1.5882, 1.5505, -1.6553, 0.1890, -0.1863, -1.3397, -0.9071, 0.8113, 0.5576, -1.3204, -1.2682, 0.3798, -0.4113, 0.4197, 0.3349, 0.3727, -0.6626, 0.3184, 0.4276, 0.3675, 0.3339, 0.3450, 0.3191, 0.3860, 0.1025, 0.3367, 0.4056, 0.1033, 0.4107, 0.3283],
  "relative_energy_kcal_mol": 75.2,
  "gap_ev": [5.84, 5.84],
  "multiplicity": 2,
  "e_lumo_ev": [4.18, 4.18],
  "fmax_ha_per_bohr": 0.0155,
  "total_energy_ev": -102928.574,
  "charge": -2
}